1.
A structure of composition C27H55FeN3O3 in a non-equilibrium geometry, computed with ωB97M-V/def2-TZVPD.

Last column: Mulliken charge in e.
Geometry (Å):
Fe1 -4.415 6.822 4.220  -0.1898
C1 -6.403 10.437 4.283  -1.7146
C2 -6.467 9.176 3.383  2.2658
C3 -7.528 9.333 2.296  -1.2962
C4 -7.067 10.225 1.149  -0.6640
C5 -5.743 9.687 0.598  -1.2012
C6 -4.665 9.576 1.688  1.0611
N1 -5.187 8.789 2.801  2.1984
O1 -4.180 8.663 3.794  -1.1084
C7 -4.208 10.990 2.061  -1.9748
C8 -3.484 8.853 1.067  -1.7474
C9 -6.965 8.037 4.285  -2.7696
H1 -6.416 10.179 5.342  0.4075
H2 -7.208 11.146 4.079  0.2831
H3 -5.465 10.967 4.147  0.3714
H4 -8.420 9.769 2.749  0.5189
H5 -7.764 8.370 1.835  0.1424
H6 -6.976 11.290 1.375  0.3354
H7 -7.794 10.166 0.330  0.4647
H8 -5.362 10.333 -0.192  0.4157
H9 -5.936 8.675 0.241  0.2762
H10 -3.573 11.435 1.290  0.4805
H11 -3.598 11.005 2.971  0.2624
H12 -5.023 11.688 2.257  0.3607
H13 -2.980 9.527 0.372  0.5475
H14 -3.798 7.957 0.532  0.2417
H15 -2.742 8.568 1.816  0.1556
H16 -6.302 7.900 5.156  0.5602
H17 -7.035 7.090 3.724  -0.0490
H18 -7.939 8.271 4.717  0.6354
C10 -4.742 3.170 1.428  -1.7509
C11 -5.696 4.359 1.619  1.5655
C12 -6.970 4.201 0.785  -0.9376
C13 -7.893 3.128 1.366  -0.6617
C14 -8.239 3.499 2.800  -1.3825
C15 -7.016 3.734 3.680  1.7731
N2 -6.090 4.606 3.004  0.0974
O2 -5.028 5.044 3.801  1.8058
C16 -6.365 2.378 4.090  -1.7378
C17 -7.522 4.392 4.958  -2.1465
C18 -4.993 5.601 1.114  -2.0269
H19 -3.708 3.412 1.669  0.2252
H20 -4.753 2.876 0.365  0.4247
H21 -5.059 2.250 1.918  0.3905
H22 -6.648 3.872 -0.210  0.4480
H23 -7.485 5.156 0.690  0.2091
H24 -7.496 2.123 1.220  0.3254
H25 -8.821 3.186 0.779  0.4506
H26 -8.879 2.718 3.227  0.3266
H27 -8.858 4.402 2.796  0.3914
H28 -6.608 1.591 3.374  0.4011
H29 -6.759 2.032 5.055  0.5172
H30 -5.294 2.492 4.251  0.0776
H31 -7.932 5.386 4.744  0.3219
H32 -6.734 4.489 5.693  0.2442
H33 -8.328 3.814 5.415  0.5383
H34 -4.635 5.463 0.084  0.6721
H35 -4.084 5.834 1.674  -0.1323
H36 -5.654 6.461 1.123  0.1507
C19 -0.523 5.722 5.817  -1.6013
C20 -1.880 5.453 5.132  1.4549
C21 -2.073 3.943 5.007  -0.9938
C22 -2.455 3.291 6.330  -0.9267
C23 -3.727 3.929 6.907  -0.7366
C24 -3.565 5.431 7.097  1.2081
N3 -3.030 6.021 5.862  1.9523
O3 -2.882 7.425 6.024  -0.4761
C25 -4.921 6.048 7.353  -1.8195
C26 -2.709 5.691 8.360  -1.8024
C27 -1.831 6.027 3.727  -1.7681
H37 0.260 5.823 5.062  0.4885
H38 -0.212 4.887 6.442  0.3547
H39 -0.497 6.672 6.350  0.2088
H40 -2.869 3.689 4.300  -0.3169
H41 -1.154 3.469 4.652  0.5136
H42 -1.622 3.299 7.041  0.3608
H43 -2.656 2.230 6.152  0.5452
H44 -3.867 3.420 7.862  0.6701
H45 -4.576 3.693 6.267  -0.2480
H46 -4.853 7.113 7.588  0.3574
H47 -5.595 5.931 6.508  -0.1776
H48 -5.396 5.581 8.220  0.4898
H49 -1.642 5.535 8.182  0.3675
H50 -2.846 6.683 8.792  0.3765
H51 -3.006 4.968 9.118  0.3889
H52 -0.991 5.590 3.187  0.8214
H53 -1.646 7.108 3.728  0.3898
H54 -2.735 5.847 3.128  -0.2364
H55 -2.123 7.591 6.606  0.3056

Summary:
- orbital gap (alpha / beta) (eV) = 7.18 / 7.22
- E_LUMO (alpha / beta) (eV) = 0.487 / 0.475
- energy (eV) = -73888.6136
- ⟨S²⟩ = 6.0117
- spin multiplicity = 5



2.
A structure of composition C27H56BInO8P, computed with ωB97M-V/def2-TZVPD.

Last column: Mulliken charge in e.
Geometry (Å):
C1 -6.768 0.875 -0.940  -1.5610
C2 -5.534 0.635 -0.070  0.4001
C3 -5.714 1.191 1.339  -0.7553
C4 -4.599 0.892 2.375  -1.0469
C5 -3.544 -0.153 2.002  -1.1967
C6 -2.435 0.339 1.057  -0.0272
C7 -1.845 -0.766 0.156  -0.5677
C8 -2.135 -0.530 -1.327  0.5595
C9 -1.718 -1.723 -2.183  -0.2080
C10 -1.744 -1.511 -3.714  0.1129
C11 -2.835 -0.565 -4.238  -0.3773
C12 -2.327 0.636 -5.046  -1.0708
C13 -1.286 1.509 -4.333  -0.4145
C14 0.191 1.105 -4.602  -1.1328
C15 1.005 0.610 -3.385  0.2037
C16 2.030 -0.478 -3.742  -1.1725
In1 3.081 -1.418 -2.011  0.6063
B1 2.857 -0.244 -0.056  -0.0462
O1 1.937 -0.633 0.907  -0.3657
O2 3.662 0.903 0.197  -0.3338
C17 4.599 0.948 1.275  -0.2631
C18 4.850 2.417 1.612  -0.8917
P1 2.274 -3.848 -1.671  -0.0931
C19 1.005 -3.866 -0.300  -0.5317
C20 1.243 -4.239 -3.180  0.2641
C21 2.169 -4.565 -4.359  -1.2254
H1 -7.603 0.239 -0.642  0.3675
H2 -7.063 1.925 -0.927  0.3446
H3 -6.533 0.624 -1.976  0.3844
H4 -5.324 -0.436 -0.061  0.2289
H5 -4.690 1.130 -0.550  0.0746
H6 -6.668 0.841 1.741  0.3226
H7 -5.808 2.276 1.236  0.2827
H8 -5.096 0.531 3.281  0.4038
H9 -4.095 1.816 2.668  0.3480
H10 -3.065 -0.472 2.934  0.6429
H11 -4.017 -1.053 1.603  0.5411
H12 -1.620 0.737 1.669  -0.2350
H13 -2.789 1.173 0.448  0.4661
H14 -2.221 -1.747 0.459  0.6245
H15 -0.763 -0.760 0.284  -0.3193
H16 -1.613 0.380 -1.624  -0.1999
H17 -3.212 -0.368 -1.429  -0.1059
H18 -0.690 -1.982 -1.916  -0.6093
H19 -2.318 -2.597 -1.914  0.6952
H20 -0.757 -1.193 -4.041  -0.5434
H21 -1.887 -2.496 -4.163  0.5353
H22 -3.476 -1.132 -4.922  0.3638
H23 -3.488 -0.216 -3.438  -0.0909
H24 -3.208 1.252 -5.260  0.4415
H25 -1.949 0.311 -6.019  0.3782
H26 -1.498 1.541 -3.262  0.1835
H27 -1.411 2.536 -4.688  0.4429
H28 0.710 1.940 -5.076  0.5536
H29 0.177 0.273 -5.311  0.3461
H30 0.328 0.242 -2.610  -0.4588
H31 1.556 1.444 -2.940  0.7424
H32 2.804 -0.019 -4.367  0.4263
H33 1.569 -1.266 -4.350  0.1730
H34 4.803 -1.597 -2.466  -0.4277
H35 1.913 0.011 1.628  0.1219
H36 4.248 0.413 2.165  0.2171
H37 5.539 0.471 0.974  0.3164
H38 3.924 2.864 1.977  0.1591
H39 5.110 2.932 0.688  0.3408
H40 5.651 2.546 2.344  0.1902
H41 1.502 -4.134 0.632  0.3842
H42 0.232 -4.610 -0.510  0.3422
H43 0.523 -2.904 -0.163  -0.3019
H44 0.602 -3.401 -3.470  -0.4609
H45 0.596 -5.089 -2.946  0.4224
H46 3.079 -5.050 -4.000  0.3590
H47 2.471 -3.648 -4.868  0.2448
H48 1.680 -5.222 -5.082  0.3606
C22 0.565 0.189 4.747  -0.3747
C23 -0.828 0.772 4.858  0.3636
O3 -0.637 2.109 4.379  -0.3952
C24 0.454 2.125 3.576  0.7122
O4 0.784 3.043 2.898  -0.5425
O5 1.120 0.950 3.666  -0.2865
H49 0.583 -0.869 4.500  0.3428
H50 1.157 0.360 5.629  0.2044
H51 -1.545 0.268 4.210  -0.3583
H52 -1.210 0.794 5.876  0.4209
C25 5.200 3.285 5.577  -0.2752
C26 6.429 2.399 5.485  -0.2241
O6 6.097 1.328 6.367  -0.3462
C27 4.758 1.258 6.475  0.6710
O7 4.171 0.379 7.016  -0.5333
O8 4.174 2.342 5.891  -0.3024
H53 4.973 3.804 4.650  0.2824
H54 5.264 4.007 6.394  0.2598
H55 6.576 1.999 4.482  0.1871
H56 7.342 2.882 5.821  0.3098

Summary:
- orbital gap (eV) = 5.29
- charge = -1
- E_LUMO (eV) = 2.090
- energy (eV) = -60428.2225